1.
C8H8N2O4SZn as an isolated structure at a distorted geometry, computed with ωB97M-V/def2-TZVPD.

CARTESIAN COORDINATES (ANGSTROEM)
O: -0.51030 2.17471 2.30531
C: -0.30558 1.28135 1.62251
Zn: 0.16796 -0.81812 0.76951
O: -0.29349 3.49886 -3.50507
C: -0.44989 2.69306 -2.73631
C: -1.94514 -0.97524 0.42077
O: -3.05903 -1.21282 0.37321
C: 0.32319 -1.65459 -1.46598
O: 0.44781 -2.28365 -2.39370
S: 2.06546 0.29425 -0.00617
C: 2.99908 -0.38603 1.31147
N: 4.19487 0.08597 1.72395
C: 4.74206 -0.32773 3.03521
C: 4.36350 -1.79489 3.31631
C: 2.87532 -2.01746 3.23314
N: 2.39331 -1.36381 2.02699
H: 4.54496 0.95539 1.28072
H: 4.35382 0.31951 3.84928
H: 5.83163 -0.25294 2.96591
H: 4.67663 -2.08196 4.32684
H: 4.85482 -2.46622 2.59117
H: 2.30676 -1.55880 4.05108
H: 2.58743 -3.07263 3.11094
H: 1.53741 -1.81518 1.69479

Output
Frontier orbital gap = 7.062 eV
Charge = +2
Maximum force = 4.126 eV/Å

Calculated atomic charges, method Löwdin, unit e: atom 1 (O): 0.189, atom 2 (C): 0.000, atom 3 (Zn): 0.496, atom 4 (O): 0.054, atom 5 (C): -0.024, atom 6 (C): 0.071, atom 7 (O): 0.246, atom 8 (C): -0.029, atom 9 (O): 0.193, atom 10 (S): 0.724, atom 11 (C): -0.667, atom 12 (N): 0.066, atom 13 (C): -0.111, atom 14 (C): -0.134, atom 15 (C): -0.148, atom 16 (N): -0.030, atom 17 (H): 0.179, atom 18 (H): 0.147, atom 19 (H): 0.141, atom 20 (H): 0.141, atom 21 (H): 0.141, atom 22 (H): 0.140, atom 23 (H): 0.147, atom 24 (H): 0.069

***

2.
A 2-piece molecular cluster, C8H8N4O4 overall at a distorted geometry, computed with ωB97M-V/def2-TZVPD.

CARTESIAN COORDINATES (ANGSTROEM)
O: -2.70546 2.45231 -0.02349
C: -2.73224 1.22277 -0.20234
C: -3.91658 0.54082 -0.30930
C: -4.02514 -0.79106 -0.38782
N: -2.77277 -1.60130 -0.58563
C: -1.60877 -0.99698 -0.02948
O: -0.63295 -1.56231 0.39153
N: -1.69988 0.34662 -0.24660
H: -4.89917 1.13646 -0.26691
H: -4.82912 -1.47373 -0.64015
H: -2.80451 -2.57448 -0.60248
H: -0.90209 0.83397 0.34720
O: 1.09427 -1.25093 1.73389
C: 1.71398 -0.49186 0.99958
C: 1.46243 0.96011 1.13735
C: 2.33484 1.78345 0.46587
N: 3.30623 1.20598 -0.44349
C: 3.39677 -0.15233 -0.79069
O: 3.94424 -0.60444 -1.73916
N: 2.68900 -0.93013 0.10416
H: 0.47034 1.39358 1.56363
H: 2.36430 2.87793 0.53253
H: 3.64802 1.88989 -1.06758
H: 2.94161 -1.95830 0.13337

Output
Frontier orbital gap = 9.463 eV
Energy above the lowest of the compared OMol25 structures with the same formula, charge and spin = 341.4 kJ/mol
Charge = 0
Maximum force = 7.465 eV/Å

Calculated atomic charges, method Löwdin, unit e: atom 1 (O): 0.060, atom 2 (C): -0.521, atom 3 (C): -0.046, atom 4 (C): 0.013, atom 5 (N): 0.130, atom 6 (C): -0.486, atom 7 (O): 0.104, atom 8 (N): 0.194, atom 9 (H): 0.157, atom 10 (H): 0.119, atom 11 (H): 0.107, atom 12 (H): 0.178, atom 13 (O): 0.024, atom 14 (C): -0.469, atom 15 (C): -0.010, atom 16 (C): -0.030, atom 17 (N): 0.114, atom 18 (C): -0.538, atom 19 (O): 0.114, atom 20 (N): 0.196, atom 21 (H): 0.143, atom 22 (H): 0.123, atom 23 (H): 0.123, atom 24 (H): 0.202

***

3.
C8H8N6S as an isolated structure at a distorted geometry, computed with ωB97M-V/def2-TZVPD.

CARTESIAN COORDINATES (ANGSTROEM)
C: 2.34520 -2.27823 0.67841
C: -3.25043 -0.76114 0.33414
C: 1.18947 -1.58564 0.93202
C: -2.26998 0.18109 0.39583
C: 2.46497 -0.69665 -0.70408
C: -1.46370 -1.70874 -0.34458
C: 0.28359 2.79125 -0.31946
C: 0.15105 0.11889 -0.35264
N: 3.11369 -1.72507 -0.29991
N: -2.75425 -1.94126 -0.11284
N: 0.24064 2.04470 -1.55032
N: 0.18338 0.85416 -1.54278
N: 1.24974 -0.62332 -0.15675
N: -1.15253 -0.44784 -0.11754
S: 0.22129 1.90123 1.17884
H: 2.78715 -3.12914 1.16910
H: -4.16823 -0.59098 0.72908
H: 0.20476 -1.56397 1.44526
H: -2.27826 1.31530 0.44884
H: 2.87929 -0.02605 -1.48196
H: -0.77935 -2.51865 -0.78194
H: 1.11496 3.50485 -0.35500
H: -0.56274 3.54426 -0.48170

Output
Frontier orbital gap = 8.171 eV
Energy above the lowest of the compared OMol25 structures with the same formula, charge and spin = 329.0 kJ/mol
Charge = 0
Maximum force = 4.453 eV/Å

Calculated atomic charges, method Löwdin, unit e: atom 1 (C): -0.136, atom 2 (C): -0.142, atom 3 (C): 0.012, atom 4 (C): -0.084, atom 5 (C): -0.171, atom 6 (C): -0.193, atom 7 (C): -0.661, atom 8 (C): -0.418, atom 9 (N): 0.077, atom 10 (N): 0.077, atom 11 (N): 0.010, atom 12 (N): 0.089, atom 13 (N): -0.044, atom 14 (N): -0.067, atom 15 (S): 0.738, atom 16 (H): 0.101, atom 17 (H): 0.070, atom 18 (H): 0.135, atom 19 (H): 0.111, atom 20 (H): 0.149, atom 21 (H): 0.169, atom 22 (H): 0.073, atom 23 (H): 0.104

***

4.
A 2-piece molecular cluster, C8H8NO4S overall at a distorted geometry, computed with ωB97M-V/def2-TZVPD.

CARTESIAN COORDINATES (ANGSTROEM)
C: 2.76558 -1.05981 -0.02685
C: 2.32708 -0.32406 1.06536
C: 1.99457 -1.26441 -1.19783
C: 1.23835 0.48217 0.84630
C: 0.81790 -0.56004 -1.38711
C: 0.50456 0.35448 -0.37775
C: -2.30906 0.09508 0.65671
C: -0.69122 1.13739 -0.49907
N: -0.96053 2.36988 0.08052
O: -3.08880 -1.92653 -1.03197
O: -0.50322 2.77739 1.13608
O: -1.83418 3.04425 -0.49902
O: -1.50684 -2.41967 0.74523
S: -2.66215 -1.57192 0.31759
H: 3.69746 -1.72615 0.17766
H: 2.74418 -0.30735 1.97780
H: 2.41966 -1.93688 -1.97765
H: 0.97382 1.18576 1.69066
H: 0.01205 -0.60599 -2.06281
H: -1.79246 0.29689 1.54369
H: -2.98810 0.87003 0.33483
H: -1.15864 1.08951 -1.51237

Output
Frontier orbital gap (spin up / spin down) = 6.144 / 6.380 eV
Multiplicity = 3
Energy above the lowest of the compared OMol25 structures with the same formula, charge and spin = 494.5 kJ/mol
Charge = -1
Expectation value of S² = 2.0148
Maximum force = 4.384 eV/Å

Calculated atomic charges, method Löwdin, unit e: atom 1 (C): -0.112, atom 2 (C): -0.105, atom 3 (C): -0.092, atom 4 (C): -0.018, atom 5 (C): -0.035, atom 6 (C): -0.214, atom 7 (C): -0.244, atom 8 (C): -0.100, atom 9 (N): -0.478, atom 10 (O): -0.445, atom 11 (O): -0.022, atom 12 (O): -0.051, atom 13 (O): -0.444, atom 14 (S): 0.677, atom 15 (H): 0.117, atom 16 (H): 0.058, atom 17 (H): 0.103, atom 18 (H): 0.122, atom 19 (H): 0.099, atom 20 (H): 0.014, atom 21 (H): 0.030, atom 22 (H): 0.143

***

5.
C8H8NOP in the gas phase at a distorted geometry, computed with ωB97M-V/def2-TZVPD.

CARTESIAN COORDINATES (ANGSTROEM)
C: 1.87721 -2.63742 0.85346
P: 2.17907 -0.80779 0.84535
C: 0.47105 -0.32814 0.60464
N: -0.44876 -0.78192 1.35235
C: -1.73995 -0.39489 1.30873
C: -2.25278 0.55228 0.47222
C: -1.38584 1.21123 -0.42218
O: -1.72334 2.20554 -1.28397
C: -0.58438 2.57185 -1.90559
C: 0.49299 1.84664 -1.49126
C: -0.02854 0.96680 -0.52774
H: 1.04226 -2.80567 1.53271
H: 2.75051 -3.17088 1.22165
H: 1.62051 -2.99600 -0.14117
H: 2.55888 -0.66181 -0.49107
H: -2.37532 -0.90378 2.02146
H: -3.29742 0.81062 0.49666
H: -0.66035 3.36546 -2.62180
H: 1.50419 1.95788 -1.82443

Output
Frontier orbital gap = 8.516 eV
Energy above the lowest of the compared OMol25 structures with the same formula, charge and spin = 22.4 kJ/mol
Charge = 0
Maximum force = 5.774 eV/Å

Calculated atomic charges, method Löwdin, unit e: atom 1 (C): -0.350, atom 2 (P): 0.869, atom 3 (C): -0.416, atom 4 (N): -0.002, atom 5 (C): -0.150, atom 6 (C): 0.009, atom 7 (C): -0.260, atom 8 (O): 0.060, atom 9 (C): -0.105, atom 10 (C): -0.040, atom 11 (C): -0.046, atom 12 (H): 0.018, atom 13 (H): 0.019, atom 14 (H): 0.032, atom 15 (H): -0.075, atom 16 (H): 0.102, atom 17 (H): 0.112, atom 18 (H): 0.122, atom 19 (H): 0.102

***

6.
C8H8O as an isolated structure at a distorted geometry, computed with ωB97M-V/def2-TZVPD.

CARTESIAN COORDINATES (ANGSTROEM)
C: -1.45159 -2.26140 1.89858
C: -1.24647 -1.87048 0.53266
C: -0.45394 -0.71862 0.00429
C: -0.68182 -0.27360 -1.27067
C: -0.11209 1.14794 -1.67721
C: 0.79700 2.03112 -1.16421
C: 1.38524 0.98614 -0.32580
C: 0.39566 0.46876 0.64970
H: -2.26679 -3.12541 2.20898
H: -0.62327 -2.01318 2.67665
H: -2.12258 -2.33409 -0.00112
H: -1.43496 -0.80764 -1.99438
H: -0.55547 1.01758 -2.84889
H: 0.74085 3.16214 -1.59415
H: 2.11584 0.40601 -0.76456
H: -0.31343 1.31674 1.00781
O: 1.58349 0.66484 1.17821

Output
Frontier orbital gap = 8.371 eV
Energy above the lowest of the compared OMol25 structures with the same formula, charge and spin = 739.0 kJ/mol
Charge = 0
Maximum force = 6.968 eV/Å

Calculated atomic charges, method Löwdin, unit e: atom 1 (C): -0.010, atom 2 (C): -0.148, atom 3 (C): -0.152, atom 4 (C): -0.050, atom 5 (C): -0.124, atom 6 (C): -0.029, atom 7 (C): -0.210, atom 8 (C): -0.326, atom 9 (H): 0.100, atom 10 (H): 0.069, atom 11 (H): 0.094, atom 12 (H): 0.135, atom 13 (H): 0.147, atom 14 (H): 0.162, atom 15 (H): 0.126, atom 16 (H): 0.187, atom 17 (O): 0.028

***

7.
C8H8O3 in the gas phase at a distorted geometry, computed with ωB97M-V/def2-TZVPD.

CARTESIAN COORDINATES (ANGSTROEM)
C: 1.06553 -1.54219 -2.10879
O: 1.54374 -0.19302 -1.50166
C: 0.71837 0.02060 -0.50793
C: 1.14189 -0.62402 0.74250
C: 0.26624 -0.72058 1.78621
O: 0.51975 -1.35081 2.95288
C: -0.97027 -0.01932 1.82170
C: -1.40616 0.70905 0.74879
C: -0.58735 0.59034 -0.41933
C: -0.92126 1.54653 -1.53269
O: -1.86365 2.32731 -1.57312
H: 1.65581 -1.65276 -3.00014
H: -0.03866 -1.47537 -2.22341
H: 1.66957 -2.13834 -1.35126
H: 2.12595 -1.18514 0.57675
H: 1.19546 -2.07358 2.76334
H: -1.46588 -0.16078 2.76386
H: -2.33756 1.24710 0.64130
H: -0.24548 1.40845 -2.37809

Output
Frontier orbital gap = 9.303 eV
Energy above the lowest of the compared OMol25 structures with the same formula, charge and spin = 301.7 kJ/mol
Charge = 0
Maximum force = 6.444 eV/Å

Calculated atomic charges, method Löwdin, unit e: atom 1 (C): 0.058, atom 2 (O): -0.112, atom 3 (C): -0.330, atom 4 (C): 0.055, atom 5 (C): -0.338, atom 6 (O): 0.040, atom 7 (C): -0.009, atom 8 (C): 0.008, atom 9 (C): -0.124, atom 10 (C): -0.212, atom 11 (O): 0.025, atom 12 (H): 0.074, atom 13 (H): 0.115, atom 14 (H): 0.107, atom 15 (H): 0.146, atom 16 (H): 0.148, atom 17 (H): 0.114, atom 18 (H): 0.120, atom 19 (H): 0.115

***

8.
A 2-piece molecular cluster, C8H8O4 overall at a distorted geometry, computed with ωB97M-V/def2-TZVPD.

CARTESIAN COORDINATES (ANGSTROEM)
O: -0.39413 4.13203 0.29690
C: -0.30042 2.93773 0.24298
C: 0.90756 2.02148 0.56871
C: 0.55366 0.69027 0.04305
C: 1.16585 -0.54396 0.03866
C: 0.50952 -1.61252 -0.66945
O: 1.09958 -2.85243 -0.50696
C: -0.72329 -1.47241 -1.27478
C: -1.34278 -0.22136 -1.18578
C: -0.79884 0.78230 -0.46571
O: -1.35926 2.07022 -0.34296
H: 1.86881 2.46003 0.40399
H: 0.80937 2.08936 1.69857
H: 2.22123 -0.81317 0.24498
H: 1.70826 -2.98830 -1.24240
H: -1.20694 -2.45434 -1.65535
H: -2.31261 -0.11824 -1.69609
O: 0.12809 -4.02631 2.36029
H: 0.33116 -3.76501 1.42813
H: 0.95896 -4.48761 2.57391

Output
Frontier orbital gap = 9.425 eV
Energy above the lowest of the compared OMol25 structures with the same formula, charge and spin = 92.7 kJ/mol
Charge = 0
Maximum force = 3.082 eV/Å

Calculated atomic charges, method Löwdin, unit e: atom 1 (O): 0.140, atom 2 (C): -0.328, atom 3 (C): -0.020, atom 4 (C): -0.146, atom 5 (C): 0.056, atom 6 (C): -0.329, atom 7 (O): -0.006, atom 8 (C): -0.012, atom 9 (C): -0.018, atom 10 (C): -0.199, atom 11 (O): 0.064, atom 12 (H): 0.125, atom 13 (H): 0.164, atom 14 (H): 0.136, atom 15 (H): 0.113, atom 16 (H): 0.156, atom 17 (H): 0.131, atom 18 (O): -0.083, atom 19 (H): 0.019, atom 20 (H): 0.038